{"formula": "C8H19N4", "method": "ωB97M-V/def2-TZVPD", "elements": ["C", "N", "H", "H", "H", "C", "H", "N", "H", "H", "H", "H", "C", "H", "H", "C", "H", "N", "C", "H", "H", "C", "C", "C", "H", "H", "H", "N", "H", "H", "H"], "positions_angstrom": [[2.5521, -1.6936, -0.0635], [-1.3199, 2.2010, -0.6747], [1.9171, 2.7814, -0.2918], [3.3838, -2.3158, 0.3342], [2.4822, -0.7008, 0.2973], [-2.2881, 1.1300, -0.7102], [-2.8493, 1.0469, -1.6376], [1.3343, -2.3054, 0.4112], [2.5982, -1.7433, -1.1588], [1.2708, 0.7305, 0.6469], [-1.9015, 0.2086, -0.3961], [2.1864, -4.1372, 0.9819], [-0.0652, 1.9683, -0.1854], [-1.7753, -1.7879, 1.6040], [0.6187, 4.0312, -0.6504], [-1.6805, 3.4098, -1.3713], [-2.6255, 3.8592, -0.9336], [-0.3314, -0.3872, 0.4333], [0.1999, -1.6641, 0.6682], [-0.5845, -2.7779, 2.3710], [-1.7931, 3.1634, -2.4586], [1.2859, -3.8286, 0.4364], [-0.9255, -2.4019, 1.3746], [0.9000, 3.1294, -0.0911], [-3.1532, 1.2988, 0.0224], [-1.2575, -3.3068, 0.7292], [1.2269, -4.2695, -0.5419], [0.4063, 0.7618, 0.2290], [-0.9940, 4.1472, -1.2672], [0.3746, -4.0304, 0.9635], [0.8074, 3.4828, 0.9290]], "atomic_forces_ev_per_a": [[-0.226, -1.519, -0.462], [2.251, -1.491, 1.057], [-0.177, 0.360, 0.000], [-0.290, 0.964, -0.093], [0.992, 0.940, 0.112], [-3.321, 0.905, 0.902], [0.590, 0.208, -0.532], [-0.652, -1.598, -0.133], [0.095, 0.270, 0.152], [2.329, 0.725, 0.917], [0.644, -0.949, -0.037], [-0.399, -0.269, -0.188], [-0.961, -0.344, -0.843], [-0.143, 0.460, -0.389], [0.453, -0.832, -0.239], [-3.141, -1.116, -0.704], [0.810, -0.871, -0.682], [1.149, -3.158, 1.437], [-2.628, 3.524, -0.201], [-0.007, 0.063, -0.857], [-0.199, 0.360, 0.903], [0.590, 1.977, 0.941], [0.058, -2.448, -0.600], [-0.322, -0.261, 0.392], [1.242, 0.288, -0.601], [0.191, 1.502, 1.268], [0.194, 0.080, -0.589], [-1.844, 1.138, -1.887], [2.043, 1.960, 0.162], [0.295, -0.828, 0.286], [0.384, -0.039, 0.504]], "nbo_charge": [-0.3895, -0.3462, 0.2479, 0.2271, 0.1835, -0.4504, 0.2170, -0.3821, 0.2137, 0.3890, 0.2699, 0.2149, 0.5358, 0.2586, 0.2526, -0.3980, 0.2280, -0.4645, 0.4852, 0.2424, 0.2210, -0.4000, -0.6578, -0.6762, 0.2104, 0.2259, 0.2161, -0.3648, 0.2064, 0.2267, 0.2576], "multiplicity": 1, "e_tot_ha": -534.9151, "orbital_gap_ha": 0.3262, "smiles": "C/C(=N/[NH+]=C(/C)N(C)C)N(C)C", "e_homo_ev": -11.43, "largest_force_ev_per_a": 4.401, "total_charge": 1}

=====

{"formula": "C8H19N5", "method": "ωB97M-V/def2-TZVPD", "elements": ["H", "C", "N", "H", "N", "H", "H", "H", "C", "H", "N", "C", "C", "C", "H", "H", "H", "H", "C", "H", "H", "H", "H", "N", "H", "H", "H", "H", "N", "C", "C", "H"], "positions_angstrom": [[-5.0846, -0.3024, -0.7452], [0.2535, 0.0153, 0.4668], [-2.1232, -1.0651, 0.3683], [-4.3411, -1.8360, -0.7576], [1.5759, 1.7976, -0.3806], [-0.5548, 2.3161, 1.7408], [3.6488, -2.2412, 0.2870], [4.6174, -0.9863, -0.0403], [2.7016, -0.3487, 0.2351], [-0.2326, 3.2129, 0.3935], [-0.4994, 2.2539, 0.7361], [0.4394, 1.3383, 0.2486], [3.7084, -1.3585, -0.2683], [-4.2145, -0.7660, -0.9832], [-1.9229, 1.2465, 0.4251], [1.5093, 2.5923, -0.9434], [-3.5455, 1.7886, -0.3814], [3.0657, -0.1271, 1.1994], [-3.0182, -0.2341, -0.1066], [3.6244, -1.6630, -1.3228], [3.4021, 1.5291, -0.8144], [-1.3053, -0.0783, 2.0244], [-0.5036, -1.6179, 1.6043], [-2.8680, 1.0567, 0.0249], [-2.3367, -2.0968, 0.3433], [1.1559, -1.2977, -0.7918], [1.2793, -1.8768, 0.6246], [2.3308, 0.2197, -1.6219], [1.3550, -0.9368, 0.1029], [-0.8682, -0.6900, 1.1146], [2.6721, 0.7723, -0.7062], [-3.9208, -0.6164, -2.0760]], "atomic_forces_ev_per_a": [[-2.513, 1.686, 0.598], [-0.406, -7.412, 1.409], [0.769, -2.513, 0.089], [0.027, 0.313, -0.379], [0.447, -3.716, 1.436], [0.189, 0.194, 0.720], [-0.248, -1.572, 1.080], [3.279, 1.234, 0.230], [1.661, -0.967, -1.521], [-0.812, -1.229, 0.505], [0.639, 1.598, -0.424], [1.014, 5.701, -1.339], [-2.350, -0.676, -1.411], [4.318, -1.677, -0.356], [-1.200, 1.906, -0.409], [0.153, 1.462, -1.193], [1.726, -1.739, 0.971], [-0.863, 0.401, 1.681], [-2.809, 0.163, -2.218], [0.019, 0.515, 0.201], [2.137, -0.645, -0.379], [1.052, -0.712, -1.523], [-0.307, 0.446, -0.481], [-0.259, 0.201, -0.207], [0.226, 1.750, -0.180], [0.358, -0.083, -2.427], [0.121, 1.755, -0.074], [0.878, 1.171, -0.232], [-1.421, -0.612, 3.643], [-1.711, 0.891, 2.291], [-3.631, 2.381, -1.581], [-0.482, -0.216, 1.481]], "nbo_charge": [0.2520, 0.2415, -0.5685, 0.2423, -0.4292, 0.3879, 0.2323, 0.2552, -0.0889, 0.4138, -0.8282, 0.0665, -0.6131, -0.6452, 0.4287, 0.4073, 0.4672, 0.2651, 0.5712, 0.2340, 0.2792, 0.2529, 0.2513, -0.7510, 0.4454, 0.4331, 0.4541, 0.1866, -0.5311, -0.3514, -0.2306, 0.2694], "multiplicity": 3, "e_tot_ha": -589.2297, "orbital_gap_ha": [0.2112, 0.2733], "e_homo_ev": [-11.95, -16.92], "largest_force_ev_per_a": 7.555, "total_charge": 2}

=====

{"formula": "C8H19NO", "method": "ωB97M-V/def2-TZVPD", "elements": ["C", "H", "O", "H", "H", "H", "H", "C", "H", "C", "H", "H", "H", "C", "H", "H", "H", "H", "H", "H", "H", "H", "C", "N", "H", "C", "H", "C", "C"], "positions_angstrom": [[-0.5678, -0.1374, -0.4007], [-0.3853, 2.7832, -0.8841], [1.6758, -0.2409, -1.1087], [-0.8019, 0.3604, -1.3291], [-2.3330, -3.0384, -0.3660], [-1.6574, 2.3135, 0.2580], [2.0727, 2.2000, -0.3683], [0.7696, -0.4313, -0.1318], [2.5514, -0.5082, -0.8081], [-1.2678, -2.9335, -0.0881], [-1.2369, -2.5829, 0.9509], [1.8893, 3.0513, 1.1639], [-1.5326, -2.3915, -2.7856], [0.3347, 1.5949, 0.7841], [0.0785, -1.6508, -2.8773], [-1.0605, 0.8763, 2.2927], [-0.0819, -3.3692, -2.4898], [2.4742, 1.3898, 1.1519], [0.0071, 2.1569, 2.8502], [-1.3137, -0.2219, 0.3721], [-0.8335, -3.9470, -0.1033], [-0.5229, 3.5808, 0.6866], [-0.5284, -2.3738, -2.3242], [-0.5560, -2.0185, -0.9335], [0.6353, 0.5254, 2.6550], [-0.6107, 2.6126, 0.1712], [1.0736, -0.9366, 0.7758], [-0.0408, 1.2623, 2.2132], [1.7689, 2.0746, 0.6730]], "atomic_forces_ev_per_a": [[-0.166, -3.099, -1.037], [-0.030, 0.028, 0.001], [-0.181, -0.232, 0.160], [-0.023, 0.169, 0.066], [0.006, -0.063, 0.070], [-0.011, -0.052, -0.051], [-0.012, -0.025, -0.010], [0.104, 2.632, 0.826], [-0.070, 0.030, 0.007], [-0.317, 0.167, -0.170], [0.011, -0.024, 0.000], [0.005, 0.002, -0.009], [0.047, -0.040, -0.065], [0.907, -0.461, 0.133], [-0.025, -0.023, -0.004], [-0.014, -0.019, -0.001], [-0.046, 0.096, 0.093], [-0.016, -0.018, 0.009], [-0.014, -0.008, -0.042], [0.089, 0.173, 0.080], [0.015, 0.142, -0.037], [0.105, -0.078, -0.005], [-0.295, 0.094, -0.041], [0.098, 0.642, 0.163], [-0.006, -0.004, -0.013], [-0.027, -0.219, -0.078], [-0.074, 0.055, -0.036], [0.041, 0.003, -0.097], [-0.104, 0.131, 0.086]], "nbo_charge": [-0.2273, 0.2104, -0.6678, 0.2333, 0.1529, 0.2052, 0.2146, 0.2960, 0.4901, -0.4130, 0.1773, 0.1974, 0.1523, -0.0414, 0.1917, 0.2024, 0.1736, 0.1934, 0.2052, 0.2285, 0.1770, 0.2037, -0.4149, -0.5872, 0.2024, -0.6510, 0.1992, -0.6560, -0.6479], "multiplicity": 1, "e_tot_ha": -446.0123, "orbital_gap_ha": 0.2672, "e_homo_ev": -6.72, "largest_force_ev_per_a": 3.272}

=====

Question: Which formula does entry 3 have?
Answer: C8H19NO